Formula: C22H62N4O7
Source: the Open Molecules 2025 dataset
Level of theory: ωB97M-V with the def2-TZVPD basis set

Structure (XYZ):
```
95
Properties=species:S:1:pos:R:3
O -21.634 10.978 -2.079
O -22.813 5.358 -2.461
O -20.127 7.668 -3.896
O -18.676 12.001 -4.881
O -22.001 9.255 -1.176
O -15.644 7.795 -7.192
O -20.752 2.781 -7.165
N -17.102 4.775 -5.754
N -15.338 11.084 -5.897
N -20.334 10.613 -3.500
N -19.346 5.494 -1.271
C -20.790 5.287 -1.153
C -17.011 6.249 -5.893
C -17.218 9.727 -5.745
C -16.751 11.162 -6.015
C -20.788 5.045 -6.532
C -19.311 6.496 -4.177
C -23.301 9.003 -1.551
C -19.294 13.187 -4.446
C -17.272 12.099 -5.025
C -16.403 8.111 -8.415
C -16.963 6.798 -4.480
C -21.148 9.831 -4.344
C -20.068 3.972 -7.424
C -15.709 6.526 -6.746
C -22.519 12.749 -3.205
C -21.528 10.735 -5.529
C -20.360 8.594 -4.896
C -21.298 6.349 -0.213
C -23.518 5.317 -3.667
C -21.458 5.349 -2.549
C -23.207 7.813 -2.528
C -21.425 12.301 -2.177
H -19.113 13.252 -3.373
H -17.281 7.468 -8.473
H -21.988 9.650 -3.673
H -24.120 7.230 -2.648
H -21.096 4.566 -3.216
H -19.045 3.879 -7.057
H -16.830 7.875 -4.583
H -21.295 7.352 -0.640
H -16.585 9.182 -8.513
H -23.006 8.106 -3.558
H -23.457 6.291 -4.151
H -22.350 6.072 -0.139
H -14.981 10.373 -6.519
H -20.996 8.167 -5.672
H -20.684 4.922 -5.454
H -21.502 12.714 -1.171
H -20.705 2.154 -7.890
H -16.130 6.410 -3.893
H -18.519 6.824 -4.850
H -19.847 5.706 -4.704
H -17.859 6.628 -6.464
H -22.320 10.498 -6.239
H -20.928 4.284 -0.750
H -24.540 5.026 -3.426
H -19.550 10.928 -4.053
H -16.419 4.619 -5.026
H -21.829 5.043 -6.854
H -20.710 10.853 -6.240
H -20.359 13.133 -4.670
H -15.899 7.705 -9.292
H -20.452 12.555 -2.597
H -16.713 4.335 -6.577
H -17.770 6.715 -3.753
H -17.028 11.982 -3.969
H -19.788 9.972 -2.941
H -21.082 10.658 -2.797
H -21.757 10.128 -1.491
H -16.952 9.032 -6.542
H -19.422 8.903 -5.358
H -21.745 11.733 -5.148
H -20.773 6.359 0.741
H -22.498 12.151 -4.116
H -23.484 12.437 -2.806
H -15.593 5.733 -7.485
H -20.984 6.107 -3.172
H -18.297 9.743 -5.900
H -16.908 9.387 -4.757
H -20.436 6.066 -6.683
H -18.828 5.639 -0.417
H -23.662 9.923 -2.010
H -18.970 6.115 -3.214
H -23.947 8.817 -0.693
H -18.871 14.065 -4.934
H -19.281 6.426 -1.656
H -22.513 7.081 -2.115
H -17.054 11.474 -7.014
H -20.152 4.268 -8.469
H -16.866 13.051 -5.367
H -15.175 10.648 -5.001
H -14.860 6.462 -6.065
H -22.481 13.767 -3.592
H -22.969 4.557 -4.225
```

Its LUMO energy is 0.3412 eV. The HOMO energy comes out at -0.29223 hartree. The energy above the lowest of the compared OMol25 structures with the same formula, charge and spin comes out at 357.7 kcal per mole. The largest force on an atom is 0.25967 hartree/bohr. The value obtained for the frontier orbital gap is 0.30477 Eh. Its total energy is -1620.44178 Eh.

Mulliken atomic charge list, values in e, 6 entries:
1. O -0.663
2. O -0.499
3. O 0.378
4. O -0.434
5. O -0.973
6. O -0.262